ORCA calculation (ωB97M-V/def2-TZVPD) on a 2-piece molecular cluster, C3H7NO overall in a non-equilibrium geometry.

- F_max (eV/Å) = 2.8
- SMILES = C=CO.C=N
- 2S+1 = 1
- energy relative to the best compared isomer or geometry (same formula, charge and spin) (kcal/mol) = 92.1
- E_LUMO (eV) = 0.722
- E_HOMO (eV) = -9.10
- frontier orbital gap (eV) = 9.82

Structure (XYZ):
```
12
Properties=species:S:1:pos:R:3:nbo_charge:R:1
C -2.60791 2.50676 -1.82078 -0.481
C -2.87673 2.37918 -0.53906 0.119
O -3.63540 1.31953 -0.03227 -0.707
H -1.87892 3.28675 -2.05871 0.210
H -2.89914 1.75794 -2.54931 0.218
H -2.37458 2.87617 0.29677 0.169
H -4.24608 1.71714 0.58744 0.473
C 4.34057 -3.29707 0.82964 -0.017
N 4.31771 -3.27967 2.10046 -0.653
H 4.08678 -4.23162 0.33192 0.177
H 4.12453 -2.36731 0.29607 0.126
H 3.64918 -2.66779 2.55782 0.367
```